1.
Here is a 2-piece molecular cluster, C2H2BrO2P overall at a distorted geometry from the OMol25 dataset. Energies are from ωB97M-V/def2-TZVPD.

```
8
Properties=species:S:1:pos:R:3:mulliken_charge:R:1
C 1.19914 -0.02415 -1.01660 -0.430
C 0.18723 0.28046 -1.57763 0.036
Br -1.30866 0.60742 -2.37946 0.042
H 2.11068 -0.24015 -0.55746 0.356
O -1.57040 0.03094 0.40413 -0.435
P -1.04822 -1.02297 1.35534 0.471
O 0.10934 -0.20004 2.11230 -0.382
H 0.32090 0.56850 1.65939 0.342
```

SMILES string   C#CBr.O=PO
HOMO level   -9.65 eV
Relative energy (zero: lowest compared OMol25 entry of this formula, charge and spin)   100.20 kJ/mol
Gap between HOMO and LUMO   9.262 eV

2.
Here is C2H2CaFO as an isolated structure at a distorted geometry from the OMol25 dataset. Energies are from ωB97M-V/def2-TZVPD.

```
7
Properties=species:S:1:pos:R:3:mulliken_charge:R:1
H -0.36787 -1.23497 0.93411 0.354
C -0.58361 -0.75724 -0.02490 -0.518
C -1.64428 0.13935 -0.06100 0.759
O -2.27606 1.07917 -0.03732 -0.001
Ca 3.45933 1.30091 0.09830 1.663
F 1.67372 0.65971 0.06760 -0.607
H -0.26123 -1.18693 -0.97678 0.349
```

HOMO level (alpha / beta)   -19.82 / -21.67 eV
Net charge   +2
Gap between HOMO and LUMO (alpha / beta)   10.818 / 10.387 eV
Expectation value of S²   0.758
2S+1   2

3.
Here is a 2-piece molecular cluster, C2H2Cl2 overall at a distorted geometry from the OMol25 dataset. Energies are from ωB97M-V/def2-TZVPD.

```
6
Properties=species:S:1:pos:R:3:mulliken_charge:R:1
C -0.70241 0.40386 0.92398 -0.535
C 0.55881 -0.27927 -0.80084 0.112
Cl -0.41918 -0.76819 -2.05340 -0.067
Cl 2.04397 0.48297 -1.04510 -0.076
H -0.08175 0.52900 1.78429 0.281
H -1.39944 -0.36837 1.19106 0.285
```

HOMO level (alpha / beta)   -8.28 / -9.46 eV
Relative energy (zero: lowest compared OMol25 entry of this formula, charge and spin)   562.34 kJ/mol
Gap between HOMO and LUMO (alpha / beta)   7.209 / 8.867 eV

4.
Here is a single C2H2Cl2 molecule at a distorted geometry from the OMol25 dataset. Energies are from ωB97M-V/def2-TZVPD.

```
6
Properties=species:S:1:pos:R:3:mulliken_charge:R:1
Cl 0.36168 -1.88216 -0.69456 -0.201
C -0.32892 -0.51231 0.30328 -0.066
C 0.23193 0.55946 0.05927 -0.171
Cl -0.16583 2.15237 0.39873 -0.136
H -1.36312 -0.89755 0.58621 0.325
H 1.26427 0.58019 -0.65294 0.250
```

SMILES string   Cl/C=C/Cl
HOMO level   -9.95 eV
Relative energy (zero: lowest compared OMol25 entry of this formula, charge and spin)   120.15 kJ/mol
Gap between HOMO and LUMO   10.719 eV

5.
Here is a 2-piece molecular cluster, C2H2Cl2 overall at a distorted geometry from the OMol25 dataset. Energies are from ωB97M-V/def2-TZVPD.

```
6
Properties=species:S:1:pos:R:3:mulliken_charge:R:1
C 1.14667 -0.40211 -0.01123 -0.441
C -0.87730 0.28354 -0.11167 0.109
Cl -1.54074 0.99046 1.29549 -0.102
Cl -1.21146 1.03417 -1.54732 -0.077
H 1.25011 -1.36705 -0.72331 0.251
H 1.23271 -0.53901 1.09804 0.260
```

HOMO level (alpha / beta)   -8.34 / -9.86 eV
Relative energy (zero: lowest compared OMol25 entry of this formula, charge and spin)   531.41 kJ/mol
Gap between HOMO and LUMO (alpha / beta)   7.279 / 9.211 eV

6.
Here is a single C2H2Cl2F2 molecule at a distorted geometry from the OMol25 dataset. Energies are from ωB97M-V/def2-TZVPD.

```
8
Properties=species:S:1:pos:R:3:mulliken_charge:R:1
F -1.18475 -0.29804 1.23333 -0.230
C -0.66692 0.28003 0.15453 0.617
F -1.56262 -0.15280 -0.76404 -0.250
Cl -0.69041 1.97513 0.12156 -0.115
C 0.68521 -0.38484 -0.18981 -0.432
Cl 1.97519 0.63197 0.17293 -0.151
H 0.59491 -1.26429 0.48806 0.278
H 0.84940 -0.78716 -1.21657 0.284
```

SMILES string   FC(F)(Cl)CCl
HOMO level   -11.19 eV
Relative energy (zero: lowest compared OMol25 entry of this formula, charge and spin)   36.05 kJ/mol
Gap between HOMO and LUMO   11.985 eV

7.
Here is C2H2Cl2O as an isolated structure at a distorted geometry from the OMol25 dataset. Energies are from ωB97M-V/def2-TZVPD.

```
7
Properties=species:S:1:pos:R:3:mulliken_charge:R:1
C -0.22077 0.62589 0.30815 -0.259
C 0.22152 -0.58322 -0.43801 0.258
O 0.31748 -0.96231 0.90988 -0.400
Cl 0.78892 1.84292 0.94495 -0.105
Cl -1.12953 -1.24414 -1.40699 -0.195
H -1.12593 0.86650 0.66504 0.386
H 1.14831 -0.54563 -0.98303 0.315
```

HOMO level   -10.68 eV
Relative energy (zero: lowest compared OMol25 entry of this formula, charge and spin)   209.60 kJ/mol
Gap between HOMO and LUMO   10.980 eV

8.
Here is a single C2H2Cl2O2 molecule at a distorted geometry from the OMol25 dataset. Energies are from ωB97M-V/def2-TZVPD.

```
8
Properties=species:S:1:pos:R:3:mulliken_charge:R:1
Cl 1.47630 1.43807 0.73087 -0.169
C 0.67566 -0.00072 0.07098 0.580
Cl 1.47735 -1.44195 0.72464 -0.169
C -0.84167 -0.00026 0.10800 -0.391
O -0.79780 0.00581 -1.32646 -0.198
O 0.62736 0.00260 -1.32331 -0.139
H -1.30863 -0.90363 0.50392 0.243
H -1.30857 0.90009 0.51135 0.243
```

SMILES string   ClC1(Cl)COO1
HOMO level   -10.33 eV
Relative energy (zero: lowest compared OMol25 entry of this formula, charge and spin)   433.68 kJ/mol
Gap between HOMO and LUMO   11.031 eV

9.
Here is a single C2H2Cl2O2S molecule at a distorted geometry from the OMol25 dataset. Energies are from ωB97M-V/def2-TZVPD.

```
9
Properties=species:S:1:pos:R:3:mulliken_charge:R:1
C -0.89662 0.98141 0.08389 -0.241
C -0.47395 0.23555 -1.11542 0.234
O -1.16558 -0.00016 1.17327 -0.182
O 1.50478 -0.59054 1.82554 -0.470
S 0.29714 0.61792 1.50126 0.325
Cl 0.19818 -1.45294 -1.02651 -0.154
Cl 0.59131 1.28975 -2.04759 -0.147
H -1.44264 0.34731 -1.75151 0.305
H 1.38737 -1.42831 1.35706 0.331
```

HOMO level (alpha / beta)   -7.28 / -10.23 eV
Relative energy (zero: lowest compared OMol25 entry of this formula, charge and spin)   277.05 kJ/mol
Gap between HOMO and LUMO (alpha / beta)   7.652 / 7.788 eV
Expectation value of S²   2.012
2S+1   3

10.
Here is a single C2H2Cl2OS molecule at a distorted geometry from the OMol25 dataset. Energies are from ωB97M-V/def2-TZVPD.

```
8
Properties=species:S:1:pos:R:3:mulliken_charge:R:1
O -0.70119 1.84197 0.17064 -0.516
C -0.69946 0.20138 0.22154 0.292
Cl -2.16412 -0.50970 0.04668 -0.135
C 0.51890 -0.30257 0.03645 0.280
S 0.80990 -1.98295 0.15215 -0.247
Cl 1.84287 0.82156 0.08577 -0.127
H -1.53909 2.22454 0.01399 0.280
H 1.93220 -2.29423 -0.72722 0.174
```

SMILES string   O/C(Cl)=C(/S)Cl
HOMO level   -8.90 eV
Relative energy (zero: lowest compared OMol25 entry of this formula, charge and spin)   207.37 kJ/mol
Gap between HOMO and LUMO   9.306 eV

11.
Here is a single C2H2Cl2OS molecule at a distorted geometry from the OMol25 dataset. Energies are from ωB97M-V/def2-TZVPD.

```
8
Properties=species:S:1:pos:R:3:mulliken_charge:R:1
O 2.87402 0.30081 0.90282 -0.337
C 1.96374 -0.35445 0.51630 0.487
Cl 1.96433 -1.94838 0.07455 -0.082
S 0.20176 0.58825 0.54114 -0.155
C -1.63808 0.41399 -0.21585 -0.357
Cl -1.19334 0.10887 -1.98919 -0.147
H -2.11789 -0.48456 0.28623 0.298
H -2.05454 1.37546 -0.11600 0.292
```

SMILES string   O=C(Cl)SCCl
HOMO level   -9.49 eV
Relative energy (zero: lowest compared OMol25 entry of this formula, charge and spin)   177.45 kJ/mol
Gap between HOMO and LUMO   8.783 eV

12.
Here is a single C2H2Cl2OS molecule at a distorted geometry from the OMol25 dataset. Energies are from ωB97M-V/def2-TZVPD.

```
8
Properties=species:S:1:pos:R:3:mulliken_charge:R:1
O 2.27391 -0.21928 -1.43393 -0.359
C 2.73616 -0.16308 -0.33434 0.492
Cl 4.27796 -0.51149 0.15896 -0.081
S 1.42512 0.40902 1.20602 -0.094
C 0.01270 -0.36926 0.45673 -0.405
Cl 0.33535 -2.11406 0.14432 -0.161
H -0.24843 0.01235 -0.62579 0.273
H -0.70931 -0.30712 1.12491 0.335
```

SMILES string   O=C(Cl)SCCl
HOMO level   -9.71 eV
Relative energy (zero: lowest compared OMol25 entry of this formula, charge and spin)   85.43 kJ/mol
Gap between HOMO and LUMO   9.687 eV

13.
Here is a single C2H2Cl4S molecule at a distorted geometry from the OMol25 dataset. Energies are from ωB97M-V/def2-TZVPD.

```
9
Properties=species:S:1:pos:R:3:mulliken_charge:R:1
C -0.36778 -0.40247 0.62218 -0.416
C -1.31612 0.59651 0.23816 0.502
S 2.86999 -0.38094 -1.14170 -0.256
Cl 0.57616 -1.31496 -0.42649 -0.020
Cl -2.57203 0.03387 -0.98966 -0.128
Cl -2.52610 0.94774 1.70394 -0.148
Cl -0.51567 2.04451 -0.30358 -0.074
H -0.05758 -0.20803 1.63855 0.391
H 3.90915 -1.31622 -1.34139 0.148
```

HOMO level (alpha / beta)   -9.27 / -9.77 eV
Relative energy (zero: lowest compared OMol25 entry of this formula, charge and spin)   333.30 kJ/mol
Gap between HOMO and LUMO (alpha / beta)   7.283 / 8.237 eV

14.
Here is a 2-piece molecular cluster, C2H2Cl4Si overall at a distorted geometry from the OMol25 dataset. Energies are from ωB97M-V/def2-TZVPD.

```
9
Properties=species:S:1:pos:R:3:mulliken_charge:R:1
Cl -2.93282 2.67925 0.01187 -0.195
Si -1.69127 1.12060 -0.01529 0.735
Cl -2.11514 -0.22228 1.35166 -0.167
Cl -2.05072 0.32049 -1.86452 -0.236
H -0.35322 1.55121 -0.02756 -0.136
C 2.41926 -1.82319 0.72740 -0.032
C 2.31756 -1.19630 -0.26168 -0.127
Cl 2.36060 -0.36139 -1.64349 -0.149
H 2.04574 -2.06840 1.72160 0.307
```

SMILES string   Cl[SiH](Cl)Cl.C#CCl
HOMO level   -10.35 eV
Relative energy (zero: lowest compared OMol25 entry of this formula, charge and spin)   242.70 kJ/mol
Gap between HOMO and LUMO   10.896 eV

15.
Here is a single C2H2Cl4Si molecule at a distorted geometry from the OMol25 dataset. Energies are from ωB97M-V/def2-TZVPD.

```
9
Properties=species:S:1:pos:R:3:mulliken_charge:R:1
C 0.55041 -1.22215 -0.86287 -0.737
C -0.22538 -0.16748 -0.72310 0.361
Cl -1.31040 0.34500 -1.99263 -0.183
Si -0.24474 0.79802 0.86980 0.766
Cl -1.98165 1.92541 1.25898 -0.224
Cl 0.10196 -0.50619 2.50768 -0.251
Cl 1.31516 2.14632 0.80578 -0.233
H 1.25827 -1.49839 -0.11445 0.229
H 0.53637 -1.82054 -1.74919 0.271
```

SMILES string   C=C(Cl)[Si](Cl)(Cl)Cl
HOMO level   -10.45 eV
Relative energy (zero: lowest compared OMol25 entry of this formula, charge and spin)   0.00 kJ/mol
Gap between HOMO and LUMO   10.672 eV

16.
Here is a single C2H2Cl4Si molecule at a distorted geometry from the OMol25 dataset. Energies are from ωB97M-V/def2-TZVPD.

```
9
Properties=species:S:1:pos:R:3:mulliken_charge:R:1
C 0.13531 0.01640 -0.70187 -0.822
C 0.49873 -1.42348 -1.20850 0.303
Si -0.77616 -2.15584 -2.28958 0.750
Cl 1.98099 -2.08305 -0.96922 -0.130
Cl -2.66300 -1.51311 -1.88365 -0.252
Cl -0.81393 -4.13723 -2.04562 -0.226
Cl -0.48861 -1.76816 -4.21358 -0.219
H 0.73968 0.39269 0.11519 0.339
H -0.96671 0.15542 -0.78413 0.258
```

HOMO level (alpha / beta)   -7.54 / -11.03 eV
Relative energy (zero: lowest compared OMol25 entry of this formula, charge and spin)   0.00 kJ/mol
Gap between HOMO and LUMO (alpha / beta)   8.135 / 8.582 eV
Expectation value of S²   2.006
2S+1   3

17.
Here is a single C2H2ClF molecule at a distorted geometry from the OMol25 dataset. Energies are from ωB97M-V/def2-TZVPD.

```
6
Properties=species:S:1:pos:R:3:mulliken_charge:R:1
F 0.53652 -1.74549 -0.28844 -0.235
C 0.55481 -0.45526 0.22916 -0.170
C -0.67410 0.21583 -0.03496 -0.203
Cl -0.38443 1.92982 0.12529 -0.196
H 1.48162 0.05254 0.41883 0.332
H -1.51442 0.00257 -0.44988 0.473
```

SMILES string   F/C=C/Cl
HOMO level   -9.42 eV
Relative energy (zero: lowest compared OMol25 entry of this formula, charge and spin)   125.16 kJ/mol
Gap between HOMO and LUMO   9.998 eV

18.
Here is a single C2H2ClF3 molecule at a distorted geometry from the OMol25 dataset. Energies are from ωB97M-V/def2-TZVPD.

```
8
Properties=species:S:1:pos:R:3:mulliken_charge:R:1
F 1.37854 -1.18483 -0.17028 -0.248
C 0.81440 0.01088 -0.03395 -0.573
C -0.79011 -0.10296 0.01444 0.728
F -1.23659 -0.88198 -1.00840 -0.216
F -1.14624 -0.63043 1.16182 -0.194
Cl -1.50506 1.51190 -0.09642 -0.159
H 1.23077 0.53850 0.82556 0.313
H 1.25430 0.73891 -0.69277 0.349
```

SMILES string   FCC(F)(F)Cl
HOMO level   -11.98 eV
Relative energy (zero: lowest compared OMol25 entry of this formula, charge and spin)   88.05 kJ/mol
Gap between HOMO and LUMO   12.790 eV

19.
Here is a 2-piece molecular cluster, C2H2ClFO2 overall at a distorted geometry from the OMol25 dataset. Energies are from ωB97M-V/def2-TZVPD.

```
8
Properties=species:S:1:pos:R:3:mulliken_charge:R:1
C 1.42455 0.13713 -0.16332 0.211
C -1.33741 -0.07089 -0.00776 0.263
O 1.13622 0.85995 -1.06762 -0.604
O 0.67641 -0.50678 0.62725 -0.557
F -1.87918 -1.21654 -0.32982 -0.104
Cl -1.79527 0.40558 1.64380 -0.030
H 2.45801 -0.06278 0.03062 0.406
H -0.68333 0.45432 -0.73315 0.414
```

HOMO level (alpha / beta)   -10.10 / -10.10 eV
Relative energy (zero: lowest compared OMol25 entry of this formula, charge and spin)   277.10 kJ/mol
Gap between HOMO and LUMO (alpha / beta)   8.750 / 8.748 eV

20.
Here is a 2-piece molecular cluster, C2H2ClFO2 overall at a distorted geometry from the OMol25 dataset. Energies are from ωB97M-V/def2-TZVPD.

```
8
Properties=species:S:1:pos:R:3:mulliken_charge:R:1
C -0.75062 -0.50532 0.15207 0.743
C 0.39726 0.02003 -0.50876 0.036
O -0.57017 -1.05319 1.21139 -0.467
O 1.50004 -0.14226 0.12919 -0.382
F -0.23790 2.09866 0.16884 -0.589
Cl -2.26599 -0.16815 -0.67246 -0.100
H 0.45015 0.01770 -1.62292 0.340
H 1.47722 -0.26746 1.14264 0.420
```

HOMO level (alpha / beta)   -10.99 / -10.99 eV
Relative energy (zero: lowest compared OMol25 entry of this formula, charge and spin)   304.62 kJ/mol
Gap between HOMO and LUMO (alpha / beta)   8.656 / 8.655 eV